Entry 1:
This record from the OMol25 dataset describes CHAlO3 as an isolated structure at a distorted geometry. The level of theory is ωB97M-V with the def2-TZVPD basis set.

As for the total charge: +2. The LUMO energy is -12.7 eV. For the frontier orbital gap, the calculation gives 11.00 eV.

Atoms and positions in Å:
C: 0.05463 0.34534 -1.06526
O: 0.72867 1.45083 -1.14316
O: -0.52301 -0.07501 -0.10117
Al: -0.49433 -0.73049 1.45834
O: 0.81992 0.12421 -2.06511
H: -0.58588 -1.11489 2.91636



Entry 2:
This record from the OMol25 dataset describes C27H25BCaN12OS as an isolated structure. The level of theory is ωB97M-V with the def2-TZVPD basis set.

As for the total charge: +1. The LUMO energy (spin up / spin down) is -2.9 / -5.4 eV. The spin multiplicity is 2. For the frontier orbital gap (spin up / spin down), the calculation gives 8.31 / 5.82 eV.

Atoms and positions in Å:
Ca: -0.16957 -0.16242 -0.46494
O: 0.32264 3.72843 1.07149
C: 0.41310 2.55621 1.35229
N: -0.67084 1.66876 1.09287
C: -1.97781 2.21420 1.06709
C: -2.98136 1.37081 0.29670
C: -4.22531 1.92069 0.01800
C: -5.17114 1.12700 -0.61054
C: -4.84194 -0.18099 -0.93656
C: -3.56941 -0.63418 -0.63901
N: -2.64901 0.12575 -0.03787
C: 1.64386 1.85682 1.80950
C: 2.68208 2.57726 2.37104
C: 3.81393 1.87601 2.77138
C: 3.84485 0.50728 2.57396
C: 2.75317 -0.11851 1.98182
N: 1.66271 0.53499 1.60646
H: -1.94758 3.25196 0.71182
H: -2.33349 2.28972 2.10998
H: -4.44482 2.94326 0.29389
H: -6.15270 1.52110 -0.83764
H: -5.55144 -0.83945 -1.41643
H: -3.25166 -1.63987 -0.89117
H: 2.59222 3.64812 2.48832
H: 4.65160 2.38887 3.22303
H: 4.70320 -0.08254 2.86268
H: 2.75786 -1.18463 1.78790
C: -0.84898 -3.50678 -3.66855
C: -1.15903 -2.22681 -3.20956
N: -0.47366 -1.92799 -2.11512
N: 0.29157 -3.01475 -1.83087
C: 0.08345 -3.96582 -2.76514
B: 1.39462 -3.08397 -0.71720
N: 0.75545 -2.85702 0.71178
C: 1.14625 -3.45725 1.85419
C: 0.32335 -3.04359 2.87947
C: -0.56956 -2.16615 2.26143
N: -0.31195 -2.05189 0.96672
N: 2.47804 -2.00566 -1.01744
C: 3.80887 -2.10079 -1.21018
C: 4.30484 -0.84532 -1.49202
C: 3.18058 -0.02113 -1.46514
N: 2.08728 -0.71129 -1.17501
N: 1.92938 -4.50664 -0.70388
C: 1.21623 -5.59539 -0.30830
C: 1.95334 -6.71512 -0.58833
C: 3.12287 -6.21051 -1.18601
N: 3.09686 -4.89618 -1.26810
H: -1.23322 -4.02145 -4.53024
H: -1.84441 -1.50559 -3.62828
H: 0.62191 -4.89681 -2.72854
H: 1.96508 -4.15674 1.84703
H: 0.35382 -3.34863 3.90983
H: -1.38617 -1.60850 2.69329
H: 4.28487 -3.06308 -1.16090
H: 5.32350 -0.58109 -1.71113
H: 3.11629 1.04250 -1.63977
H: 0.24170 -5.48486 0.13860
H: 1.68655 -7.73794 -0.39116
H: 3.97844 -6.75010 -1.55794
S: -0.80394 4.04224 -3.31084
C: -1.96424 2.84640 -3.68671
C: -1.75029 1.74687 -2.92128
N: -0.65503 1.81451 -2.09570
C: -0.06273 2.97226 -2.22563
H: -2.74081 3.00478 -4.41498
H: -2.35066 0.84888 -2.93309
H: 0.82054 3.25356 -1.67117



Entry 3:
This record from the OMol25 dataset describes a 2-piece molecular cluster, C3H7NO4 overall at a distorted geometry. The level of theory is ωB97M-V with the def2-TZVPD basis set.

The LUMO energy is 0.5 eV. For the frontier orbital gap, the calculation gives 10.38 eV.

Atoms and positions in Å:
O: 0.45264 -0.60017 1.36506
C: -0.25199 0.23942 0.88885
O: 0.18133 1.44055 0.51477
C: -1.75729 0.05591 0.64953
O: -2.42129 1.30446 0.61559
H: -0.57460 1.95483 0.17019
H: -2.17427 -0.62285 1.39769
H: -1.87656 -0.39183 -0.34088
H: -2.58149 1.59770 1.51610
C: 2.55791 -0.64689 -0.64821
N: 1.82212 -1.36385 -1.37020
O: 0.60581 -0.79179 -1.75214
H: 3.48974 -1.08528 -0.33758
H: 2.31494 0.36076 -0.32736
H: 0.21302 -1.45096 -2.34141



Entry 4:
This record from the OMol25 dataset describes an isolated ion of composition C5H13N2 and charge +1 at a distorted geometry. The level of theory is ωB97M-V with the def2-TZVPD basis set.

As for the total charge: +1. The LUMO energy is -3.1 eV. For the frontier orbital gap, the calculation gives 11.24 eV.

Atoms and positions in Å:
C: 1.40143 1.20542 0.92520
C: 0.76441 0.11591 0.04521
C: 1.50233 -0.92219 -0.75623
N: -0.39368 0.77254 -1.11551
C: -0.72729 -0.05740 0.18844
C: -1.41988 -1.29069 -0.27556
N: -1.46853 0.59040 1.24531
H: 2.43312 1.11532 0.79142
H: 1.09226 1.12234 1.99473
H: 0.96071 2.29274 0.73937
H: 1.83536 -0.74192 -1.77170
H: 0.95325 -1.89832 -0.58258
H: 2.39752 -1.13274 -0.03980
H: -0.34118 1.79591 -1.11760
H: -0.52556 0.33507 -1.96487
H: -2.52682 -1.19550 -0.63230
H: -1.36886 -1.95266 0.57753
H: -0.85796 -1.89096 -1.00209
H: -2.37511 0.14956 1.34330
H: -1.33552 1.58715 1.40773



Entry 5:
This record from the OMol25 dataset describes a 14-piece molecular cluster, C13H52F2N27O17S2 overall at a distorted geometry. The level of theory is ωB97M-V with the def2-TZVPD basis set.

As for the total charge: -1. The LUMO energy is 1.7 eV. For the frontier orbital gap, the calculation gives 8.89 eV.

Atoms and positions in Å:
N: -2.29821 -2.63594 -0.13564
S: -3.42893 -2.05978 0.66535
O: -4.14086 -0.92426 0.10880
O: -3.32512 -2.02548 2.11004
F: -4.52127 -3.18080 0.50612
S: -1.01237 -1.70801 0.55996
O: -0.33495 -2.33461 1.63496
O: -1.31680 -0.32716 0.66680
F: -0.01672 -1.62678 -0.70606
C: -4.98419 -5.96102 -2.32468
O: -5.52967 -5.66239 -3.39147
N: -4.10004 -5.20119 -1.66880
N: -5.36473 -7.10995 -1.71289
H: -3.66348 -5.51952 -0.80299
H: -3.79873 -4.31216 -2.05642
H: -6.21254 -7.51592 -2.06834
H: -4.75380 -7.63305 -1.10926
C: -8.85791 -4.10159 -1.45779
O: -9.13850 -5.11514 -2.12014
N: -9.76229 -3.18833 -1.12438
N: -7.55370 -3.94452 -1.13070
H: -9.45515 -2.32484 -0.70841
H: -10.73175 -3.34897 -1.31971
H: -7.29219 -3.18746 -0.52248
H: -6.92510 -4.56418 -1.60929
C: 0.10247 -2.48322 5.24869
O: 0.04272 -1.43007 5.89616
N: -0.40643 -3.64858 5.66481
N: 0.89431 -2.56613 4.15641
H: -0.09384 -4.44033 5.13201
H: -1.05805 -3.75219 6.42195
H: 1.21467 -3.42683 3.75479
H: 1.15414 -1.66210 3.80803
C: 3.85720 1.13404 0.28012
O: 4.27170 1.10179 -0.87828
N: 4.63696 1.45752 1.33415
N: 2.60434 0.79686 0.69924
H: 5.60679 1.60197 1.10772
H: 4.29466 1.55430 2.26897
H: 1.96164 0.42818 0.01888
H: 2.36175 0.73312 1.66797
C: 0.99121 -5.10484 -3.07571
O: 0.84452 -4.06783 -2.39818
N: 2.00118 -5.37604 -3.90750
N: 0.05124 -6.09082 -3.06127
H: 2.75705 -4.69456 -3.89932
H: 2.15331 -6.25869 -4.35395
H: 0.16457 -6.88985 -3.65538
H: -0.84690 -5.88928 -2.65375
C: -3.71384 -2.98625 5.68248
O: -3.68972 -3.75322 6.64368
N: -2.95496 -1.85593 5.69763
N: -4.36116 -3.19485 4.50900
H: -2.75127 -1.32883 4.86740
H: -2.50765 -1.60173 6.55933
H: -5.00257 -3.97569 4.50736
H: -3.85149 -2.91107 3.68948
C: -8.37721 0.92571 -1.07125
O: -9.03951 1.79538 -1.61280
N: -8.90358 0.01060 -0.23261
N: -7.02302 0.75064 -1.27753
H: -8.32091 -0.79942 -0.12274
H: -9.63621 0.31600 0.38115
H: -6.53536 1.57396 -1.59383
H: -6.49846 0.16033 -0.65508
C: -1.25988 -5.93233 0.51881
O: -0.78166 -7.03886 0.71053
N: -0.81581 -5.01397 -0.37375
N: -2.41073 -5.45141 1.10359
H: -1.35274 -4.14919 -0.25678
H: 0.01445 -5.04415 -0.94827
H: -3.02964 -5.92042 1.73889
H: -2.64978 -4.54831 0.76124
C: 3.68333 -1.93951 -2.87380
O: 4.10586 -2.97088 -3.42774
N: 4.41134 -0.79454 -2.81099
N: 2.45236 -1.79047 -2.37976
H: 5.25929 -0.64946 -3.32499
H: 4.16564 -0.11455 -2.08754
H: 1.88099 -2.60881 -2.55861
H: 2.05874 -0.95712 -1.99346
C: 3.42618 -4.57482 0.53584
O: 3.90735 -4.87844 1.63858
N: 2.18245 -4.10453 0.33589
N: 4.17617 -4.67990 -0.59719
H: 1.88171 -3.91731 -0.60865
H: 1.48005 -4.03832 1.04918
H: 5.05331 -5.14034 -0.44472
H: 3.78408 -4.26913 -1.42829
C: -6.82121 -5.81462 2.67124
O: -6.28496 -5.18051 3.58800
N: -7.84206 -6.65286 2.93538
N: -6.43347 -5.70636 1.37910
H: -8.27526 -6.40270 3.81110
H: -8.44679 -6.92543 2.17722
H: -6.95956 -6.29869 0.76313
H: -5.64032 -5.11703 1.20738
C: -2.50813 -2.02815 -3.58168
O: -2.34564 -1.94206 -4.79572
N: -2.04341 -2.96873 -2.75580
N: -3.21885 -1.02093 -2.91240
H: -1.55884 -3.73226 -3.19005
H: -2.28538 -2.95851 -1.77284
H: -3.03263 -0.99993 -1.93060
H: -3.40257 -0.18570 -3.43749
C: -4.70558 2.73659 1.31424
O: -5.27557 2.98892 0.25807
N: -3.90792 1.65110 1.57050
N: -4.80450 3.53254 2.39262
H: -3.53919 1.60062 2.50102
H: -3.92900 0.77031 1.07747
H: -5.16112 4.46536 2.27816
H: -4.26568 3.33075 3.21218



Entry 6:
This record from the OMol25 dataset describes one molecule with the formula C18H19N5O4S2 at a distorted geometry. The level of theory is ωB97M-V with the def2-TZVPD basis set.

The LUMO energy is 0.2 eV. For the frontier orbital gap, the calculation gives 8.40 eV.

Atoms and positions in Å:
C: -1.72222 -3.47747 -4.50153
S: -0.65707 -2.27906 -3.84380
O: -0.56655 -1.13087 -4.71434
O: 0.71306 -2.87702 -3.58695
N: -1.47477 -1.67278 -2.45409
C: -2.67613 -0.83043 -2.54835
C: -3.48551 -0.87570 -1.27941
O: -2.55393 -0.58109 -0.16537
C: -1.34372 -1.39182 0.01425
C: -0.51670 -0.98479 1.13676
C: -0.98598 -0.63467 2.38681
S: 0.31597 -0.10001 3.36136
C: 1.45305 -0.66096 2.16415
C: 2.89271 -0.53411 2.29350
C: 3.67333 -1.37006 1.43961
C: 5.08082 -1.44626 1.49944
C: 5.58795 -0.37389 2.26887
C: 4.82926 0.53631 3.02797
C: 3.55270 0.38962 3.12759
N: 2.90917 1.13418 4.09140
C: 2.60095 2.49840 3.83244
O: 3.46127 3.19086 3.30763
C: 1.34164 3.13173 4.28041
N: 0.35246 2.65058 5.02214
C: -0.59314 3.62730 5.23670
C: -0.18266 4.77230 4.67642
N: 1.05118 4.48867 4.02838
N: 0.87248 -1.09336 1.05216
C: -0.60473 -1.34561 -1.34678
H: -0.97704 -4.16334 -5.02826
H: -2.23111 -3.98070 -3.65962
H: -2.45799 -3.04848 -5.28552
H: -2.49244 0.23663 -2.79378
H: -3.33615 -1.30112 -3.24008
H: -3.96015 -1.79108 -1.03709
H: -4.25036 -0.11235 -1.49569
H: -1.61601 -2.44735 0.19072
H: -1.95943 -0.52701 2.84107
H: 3.25249 -2.06089 0.72689
H: 5.64983 -2.13588 0.95107
H: 6.63467 -0.09394 2.14030
H: 5.32233 1.40220 3.44957
H: 2.17352 0.69953 4.62278
H: -1.38488 3.47534 5.90112
H: -0.76183 5.67275 4.75048
H: 1.74577 5.09241 3.51040
H: 0.25046 -2.01494 -1.32021
H: -0.25633 -0.30083 -1.61364



Energy list, top to bottom, in hartree: -505.9056 -2876.8788 -474.1619 -307.5085 -4280.7574 -2068.3314